Entry 1:
{"formula": "C23H35N5NiO4PS2", "method": "wB97M-V/def2-TZVPD", "symbols": ["Ni", "C", "C", "O", "P", "S", "S", "O", "C", "C", "H", "H", "H", "H", "H", "H", "H", "H", "H", "H", "C", "N", "C", "N", "O", "H", "H", "H", "H", "H", "H", "N", "C", "C", "C", "C", "C", "C", "H", "H", "H", "H", "H", "H", "H", "C", "N", "N", "C", "O", "C", "C", "C", "C", "C", "C", "C", "C", "C", "H", "H", "H", "H", "H", "H", "H", "H", "H", "H", "H", "H"], "xyz": [[0.164, 0.870, 0.490], [3.141, 5.878, 0.880], [2.651, 5.003, -0.254], [1.273, 4.617, -0.116], [0.786, 3.571, 0.988], [-0.996, 2.905, 0.432], [2.117, 2.131, 1.313], [0.676, 4.534, 2.271], [0.766, 4.045, 3.619], [-0.430, 3.207, 4.021], [4.140, 6.247, 0.642], [3.194, 5.320, 1.813], [2.477, 6.731, 1.023], [3.257, 4.098, -0.338], [2.688, 5.538, -1.202], [0.838, 4.944, 4.230], [1.691, 3.474, 3.723], [-1.357, 3.755, 3.849], [-0.356, 2.954, 5.081], [-0.463, 2.281, 3.446], [-3.246, 0.815, 3.417], [-2.279, -0.019, 2.739], [-1.271, -0.687, 3.346], [-1.293, -0.699, 4.719], [-0.360, -1.219, 2.712], [-3.766, 1.412, 2.671], [-2.767, 1.501, 4.119], [-3.996, 0.223, 3.953], [-2.200, 0.035, 1.732], [-2.143, -0.513, 5.221], [-0.627, -1.317, 5.147], [1.111, -0.963, 0.343], [2.013, -1.284, -0.735], [2.330, -0.308, -1.669], [3.181, -0.610, -2.725], [3.714, -1.885, -2.854], [3.398, -2.860, -1.917], [2.553, -2.560, -0.859], [1.586, -0.979, 1.242], [0.387, -1.670, 0.429], [1.907, 0.682, -1.547], [3.432, 0.159, -3.445], [4.379, -2.117, -3.675], [3.813, -3.856, -2.007], [2.301, -3.317, -0.125], [0.022, -2.708, -3.548], [-0.996, -1.739, -3.138], [-1.309, -1.758, -1.774], [-1.471, -0.456, -1.314], [-1.858, -0.189, -0.172], [-1.131, 0.394, -2.425], [-0.813, -0.408, -3.465], [-0.275, -0.037, -4.801], [-1.971, -2.890, -1.230], [-1.937, -3.113, 0.144], [-2.579, -4.226, 0.664], [-3.241, -5.119, -0.166], [-3.271, -4.887, -1.533], [-2.645, -3.772, -2.069], [-0.278, -3.699, -3.214], [1.001, -2.465, -3.131], [0.071, -2.712, -4.634], [-1.130, 1.470, -2.386], [-0.353, 1.039, -4.939], [-0.820, -0.538, -5.601], [0.779, -0.315, -4.878], [-1.442, -2.417, 0.807], [-2.553, -4.392, 1.733], [-3.732, -5.989, 0.250], [-3.793, -5.569, -2.191], [-2.690, -3.574, -3.131]], "mulliken_charge": [0.6810, -0.9193, -0.3169, -0.4118, 0.7658, -0.5650, -0.6034, -0.3259, -0.6480, -0.5189, 0.4000, 0.2079, 0.2620, 0.2895, 0.3276, 0.3417, 0.3608, 0.3141, 0.4246, -0.1524, -1.1733, 0.2780, 0.3009, -0.4171, -0.5828, 0.3517, 0.3645, 0.3751, 0.2930, 0.1679, 0.2713, 0.0764, 0.1250, -0.1441, -0.8356, -0.5020, -0.6425, -0.1769, 0.4301, -0.1780, 0.3914, 0.4402, 0.3944, 0.3696, 0.4587, -0.9822, -0.2797, 1.0503, 0.3271, -0.7516, -1.2859, 0.8132, -1.6035, 0.3503, 0.1132, -0.9645, -0.5350, -0.6898, -0.1081, 0.4368, 0.0809, 0.4452, 0.5243, 0.4235, 0.3654, 0.2889, -0.0950, 0.4505, 0.3973, 0.3918, 0.4872], "gap_ev": [7.42, 7.30], "relative_energy_kcal_mol": 0.00, "e_homo_ha": [-0.250, -0.246], "e_lumo_ha": [0.0226, 0.0226], "total_charge": 0, "spin_multiplicity": 2}

***

Entry 2:
{"formula": "C23H35N6O12PSV", "method": "wB97M-V/def2-TZVPD", "symbols": ["V", "O", "C", "O", "C", "C", "C", "C", "C", "O", "C", "C", "O", "O", "H", "H", "H", "H", "H", "H", "H", "H", "C", "C", "S", "O", "O", "C", "C", "N", "C", "N", "C", "C", "N", "O", "O", "C", "H", "H", "H", "H", "H", "H", "H", "H", "H", "H", "H", "H", "H", "N", "C", "C", "N", "C", "C", "N", "H", "H", "H", "H", "H", "C", "O", "P", "O", "C", "O", "C", "H", "H", "H", "H", "H", "H", "H", "H", "H"], "xyz": [[-0.281, -0.193, -0.476], [0.756, -1.980, -2.883], [0.594, -0.820, -2.694], [-0.634, -0.312, -2.208], [1.656, 0.251, -2.868], [0.995, 1.629, -2.753], [1.931, 2.764, -3.121], [2.883, 2.819, -1.905], [2.355, 1.687, -1.050], [0.892, 1.718, -1.276], [2.707, 0.313, -1.679], [2.616, -0.636, -0.517], [3.492, -1.047, 0.140], [1.252, -0.857, -0.122], [2.156, 0.057, -3.814], [0.008, 1.691, -3.193], [2.439, 2.567, -4.064], [1.372, 3.691, -3.226], [3.929, 2.662, -2.162], [2.803, 3.766, -1.376], [2.554, 1.772, 0.013], [3.732, 0.267, -2.032], [-6.356, 3.410, -6.708], [-5.389, 3.924, -5.640], [-5.251, 2.741, -4.336], [-6.561, 2.245, -3.989], [-4.197, 1.799, -4.659], [-4.663, 3.669, -2.946], [-4.869, 2.837, -1.671], [-3.599, 2.443, -1.019], [-3.028, 1.234, -1.124], [-1.867, 1.209, -0.443], [-1.695, 2.475, 0.095], [-2.748, 3.220, -0.261], [-2.976, 4.599, 0.092], [-3.867, 5.182, -0.490], [-2.221, 5.069, 0.909], [-3.659, 0.095, -1.842], [-6.375, 4.122, -7.531], [-7.361, 3.307, -6.307], [-6.038, 2.445, -7.100], [-5.731, 4.857, -5.190], [-4.375, 4.048, -6.023], [-5.197, 4.614, -2.876], [-3.608, 3.862, -3.146], [-5.403, 1.912, -1.865], [-5.455, 3.405, -0.958], [-0.842, 2.784, 0.671], [-4.578, -0.202, -1.332], [-2.985, -0.752, -1.879], [-3.914, 0.375, -2.864], [-2.451, -5.024, -1.244], [-2.472, -3.889, -0.524], [-1.513, -2.882, -0.730], [-1.544, -1.771, 0.003], [-2.502, -1.623, 0.941], [-3.438, -2.621, 1.099], [-3.443, -3.736, 0.379], [-1.745, -5.208, -1.935], [-3.159, -5.718, -1.074], [-0.746, -2.966, -1.489], [-2.529, -0.712, 1.515], [-4.226, -2.508, 1.835], [-2.030, 0.632, 3.871], [-1.250, 1.066, 2.725], [-0.084, 0.354, 1.953], [0.235, -0.856, 2.896], [1.181, -1.941, 2.705], [1.122, 1.364, 1.985], [1.678, 1.877, 3.239], [-1.837, 1.331, 4.678], [-1.752, -0.376, 4.165], [-3.077, 0.683, 3.583], [1.117, -2.545, 3.602], [2.183, -1.538, 2.584], [0.903, -2.532, 1.838], [2.736, 1.638, 3.245], [1.187, 1.417, 4.093], [1.524, 2.951, 3.249]], "mulliken_charge": [0.9324, -0.5605, -0.6621, -0.3271, 0.3494, -0.3936, -0.9608, -0.9930, -0.4022, -0.4198, 0.1640, -0.1406, -0.4690, -0.1900, 0.6928, 0.8473, 0.4308, 0.3640, 0.4162, 0.3623, 0.5750, 0.7567, -1.2187, -0.4115, 1.2218, -0.6993, -0.6777, -0.7474, -1.6808, 0.1907, 0.6925, 1.3498, -0.6701, -0.7704, 1.0377, -0.5926, -0.6022, -1.3583, 0.3847, 0.3536, 0.3523, 0.3700, 0.3764, 0.6667, 0.3688, 0.8706, 0.4214, 0.6598, 0.5018, 0.0515, 0.1936, -0.3778, 0.2371, -0.4039, 1.0578, -0.6362, -0.6971, -0.5942, 0.2115, 0.2643, 0.3330, 0.5365, 0.4369, -0.8314, -0.3581, 0.9663, -0.3749, -0.5570, -0.0172, -0.9106, 0.2873, 0.3851, 0.3026, 0.3293, 0.2915, 0.1462, 0.2875, 0.3558, 0.3232], "gap_ev": [6.63, 7.17], "e_homo_ha": [-0.532, -0.532], "e_lumo_ha": [-0.2888, -0.2688], "total_charge": 2, "spin_multiplicity": 2}

***

Entry 3:
{"formula": "C23H35N9O5RbS2", "method": "wB97M-V/def2-TZVPD", "symbols": ["Rb", "C", "C", "N", "N", "C", "N", "S", "C", "C", "C", "C", "C", "N", "H", "H", "H", "H", "H", "H", "H", "H", "H", "H", "O", "C", "C", "C", "N", "C", "C", "C", "O", "O", "C", "O", "O", "H", "H", "H", "N", "C", "C", "C", "N", "H", "H", "H", "H", "H", "H", "H", "H", "H", "H", "C", "N", "C", "C", "S", "N", "C", "C", "H", "H", "H", "H", "H", "H", "H", "H", "H", "H", "H", "H"], "xyz": [[0.817, -1.194, 1.643], [-2.255, -3.856, -2.152], [-1.431, -3.044, -1.194], [-0.279, -3.376, -0.761], [0.248, -4.540, -1.237], [1.444, -5.001, -0.770], [1.859, -6.128, -1.433], [2.300, -4.339, 0.473], [-1.943, -1.745, -0.678], [-3.274, -1.565, -0.337], [-3.649, -0.361, 0.241], [-2.695, 0.618, 0.426], [-1.392, 0.355, 0.023], [-1.018, -0.798, -0.518], [-1.713, -4.006, -3.091], [-2.502, -4.838, -1.738], [-3.182, -3.345, -2.395], [-0.255, -5.074, -1.931], [1.559, -6.274, -2.384], [2.803, -6.400, -1.222], [-3.990, -2.369, -0.456], [-4.667, -0.211, 0.579], [-2.925, 1.557, 0.911], [-0.609, 1.092, 0.166], [-1.383, 3.101, 6.337], [-1.066, 2.418, 5.192], [-1.296, 1.055, 5.067], [-0.974, 0.462, 3.854], [-0.420, 1.135, 2.848], [-0.136, 2.428, 3.008], [-0.484, 3.129, 4.152], [0.632, 3.066, 1.845], [0.234, 4.178, 1.444], [1.561, 2.354, 1.393], [-1.116, -1.037, 3.586], [-2.044, -1.398, 2.840], [-0.174, -1.724, 4.050], [-1.754, 2.475, 6.966], [-1.709, 0.468, 5.880], [-0.293, 4.190, 4.225], [3.609, -1.428, 2.527], [4.115, -0.064, 2.304], [4.688, 0.108, 0.897], [3.683, 0.403, -0.212], [2.816, -0.741, -0.497], [3.211, -1.520, 3.457], [4.363, -2.100, 2.459], [4.893, 0.197, 3.034], [3.291, 0.644, 2.439], [5.282, -0.781, 0.641], [5.395, 0.942, 0.923], [4.236, 0.745, -1.100], [3.051, 1.231, 0.117], [3.359, -1.541, -0.804], [2.164, -0.517, -1.244], [1.107, 2.823, -1.778], [-0.168, 2.674, -2.466], [-0.868, 3.936, -2.650], [-0.418, 1.593, -3.241], [0.785, 0.507, -3.688], [-1.726, 1.424, -3.606], [-2.101, 0.451, -4.610], [-2.824, 1.825, -2.743], [0.967, 3.484, -0.923], [1.870, 3.223, -2.454], [1.443, 1.866, -1.396], [-0.138, 4.695, -2.944], [-1.342, 4.270, -1.725], [-1.614, 3.854, -3.436], [-1.269, 0.270, -5.281], [-2.959, 0.832, -5.172], [-2.386, -0.499, -4.142], [-2.445, 2.195, -1.795], [-3.446, 0.949, -2.540], [-3.450, 2.595, -3.204]], "mulliken_charge": [0.5726, -2.1997, 0.6316, 0.0363, -0.2428, 0.2161, -0.4660, -0.3419, 0.1025, -0.4098, -1.1060, -0.4055, -0.4803, 0.2792, 0.4862, 0.4307, 0.4576, 0.3131, 0.1945, 0.2571, 0.5039, 0.4015, 0.5188, 0.8297, -0.5777, 1.0947, -0.6389, 0.3126, 0.4423, 0.2200, -0.6210, -0.1051, -0.8167, -0.5404, -0.3613, -0.6521, -0.7580, 0.2821, 0.3368, 0.5437, -0.4928, -0.3648, -0.7681, -0.1481, -0.1377, 0.2166, 0.1915, 0.3173, 0.1502, 0.3804, 0.3984, 0.2776, 0.0170, 0.1809, 0.0046, -1.0902, 0.4756, -1.1769, 0.2773, -0.3659, 0.1464, -0.9893, -1.2718, 0.4589, 0.3063, 0.0706, 0.4137, 0.2892, 0.4106, 0.3808, 0.3335, 0.2244, 0.3816, 0.4292, 0.3326], "gap_ev": 6.97, "relative_energy_kcal_mol": 47.56, "e_homo_ha": -0.189, "e_lumo_ha": 0.0673, "total_charge": -1, "spin_multiplicity": 1}